Here is a 8-piece molecular cluster, C17H38O11 overall from OMol25. Energies are from ωB97M-V/def2-TZVPD.

Structure (XYZ):
```
66
Properties=species:S:1:pos:R:3:nbo_charge:R:1
O 1.382 5.784 -4.562 -0.597
C 1.434 4.915 -3.694 0.784
C 2.073 5.167 -2.349 -0.528
C 1.903 3.787 -1.742 -0.443
C 0.774 3.136 -2.474 -0.079
O 0.825 3.824 -3.714 -0.454
H 3.131 5.365 -2.524 0.242
H 1.606 5.876 -1.667 0.236
H 2.788 3.152 -1.783 0.224
H 1.710 3.826 -0.669 0.211
H 1.068 2.095 -2.600 0.210
H -0.242 3.223 -2.089 0.189
O 2.718 -0.144 2.713 -0.571
C 1.839 -0.365 3.535 0.794
C 1.056 -1.633 3.738 -0.540
C 0.126 -1.368 4.904 -0.432
C 0.058 0.138 4.867 -0.074
O 1.286 0.599 4.320 -0.493
H 0.438 -1.781 2.852 0.252
H 1.783 -2.442 3.807 0.243
H -0.857 -1.775 4.668 0.227
H 0.516 -1.749 5.848 0.218
H -0.766 0.604 4.326 0.181
H -0.097 0.497 5.885 0.193
O -3.719 -2.023 -3.550 -0.561
C -3.233 -2.497 -2.492 0.788
C -1.865 -3.128 -2.226 -0.538
C -1.818 -3.060 -0.694 -0.440
C -3.192 -3.157 -0.239 -0.068
O -3.918 -2.445 -1.270 -0.502
H -1.741 -4.136 -2.622 0.238
H -1.091 -2.595 -2.778 0.255
H -1.326 -3.941 -0.282 0.211
H -1.294 -2.142 -0.428 0.231
H -3.626 -4.157 -0.222 0.175
H -3.392 -2.778 0.763 0.205
C -0.380 3.090 2.216 -0.265
O -1.614 2.496 1.855 -0.738
H -0.291 3.212 3.296 0.167
H 0.477 2.447 2.013 0.199
H -0.256 4.082 1.782 0.171
H -2.266 3.114 2.196 0.473
C 1.748 -3.674 -1.878 -0.262
O 1.707 -2.837 -0.743 -0.743
H 2.350 -3.071 -2.558 0.203
H 2.305 -4.606 -1.786 0.177
H 0.765 -3.942 -2.265 0.164
H 1.741 -3.355 0.065 0.483
C 0.314 0.379 -0.180 -0.247
O 0.762 -0.298 -1.336 -0.774
H -0.022 1.398 -0.370 0.176
H -0.458 -0.162 0.367 0.169
H 1.177 0.464 0.482 0.175
H 0.939 -1.206 -1.080 0.502
C 2.002 0.196 -4.426 -0.236
O 2.759 0.113 -3.266 -0.759
H 1.670 -0.781 -4.778 0.152
H 1.181 0.887 -4.236 0.160
H 2.680 0.603 -5.176 0.177
H 2.211 0.046 -2.481 0.491
C -3.264 -0.713 2.974 -0.253
O -2.096 -0.692 2.196 -0.753
H -4.092 -0.548 2.284 0.180
H -3.262 -1.666 3.502 0.177
H -3.162 0.101 3.692 0.162
H -1.957 0.251 2.083 0.487
```

Results
Kohn-Sham gap in eV: 9.6
E in a.u.: -1498.082353
Maximum force in eV/Å: 6.72
LUMO in eV: 0.1
Highest occupied orbital energy in eV: -9.518


Here is a 6-piece molecular cluster, C17H39Br3O14S4 overall from OMol25. Energies are from ωB97M-V/def2-TZVPD.

Structure (XYZ):
```
77
Properties=species:S:1:pos:R:3:lowdin_charge:R:1
C 4.048 7.950 -7.534 -0.090
C 3.675 6.867 -8.480 -0.312
O 3.864 7.344 -9.864 -0.291
S 3.209 6.342 -11.073 0.681
C 4.847 5.585 -11.575 -0.099
O 2.422 5.268 -10.433 -0.338
O 2.700 7.196 -12.157 -0.312
H 3.405 8.830 -7.525 0.078
H 5.130 8.068 -7.588 0.082
H 3.974 7.514 -6.538 0.079
H 4.252 5.977 -8.229 0.123
H 2.635 6.616 -8.275 0.046
H 4.833 5.177 -12.586 0.064
H 5.155 4.881 -10.802 0.062
H 5.545 6.421 -11.536 0.057
C -6.013 10.518 -9.168 -0.073
C -4.793 11.281 -8.719 -0.321
O -4.991 12.613 -8.288 -0.265
S -5.959 13.007 -6.994 0.714
C -5.596 14.875 -6.935 -0.065
O -7.360 12.814 -7.401 -0.317
O -5.419 12.373 -5.774 -0.321
H -6.750 10.892 -9.878 0.088
H -6.572 10.406 -8.239 0.068
H -5.832 9.471 -9.408 0.057
H -4.422 10.791 -7.818 0.050
H -4.040 11.131 -9.493 0.097
H -4.513 14.845 -7.058 0.042
H -5.742 15.177 -5.898 0.060
H -6.285 15.437 -7.565 0.071
C -3.539 6.934 -11.953 -0.052
C -4.698 7.772 -11.444 -0.297
O -4.892 8.953 -12.203 -0.280
S -5.660 9.026 -13.661 0.645
C -7.424 9.262 -13.099 -0.084
O -5.291 10.261 -14.290 -0.273
O -5.549 7.720 -14.245 -0.289
H -2.571 7.381 -11.729 0.062
H -3.618 6.754 -13.025 0.074
H -3.621 6.009 -11.381 0.088
H -5.630 7.209 -11.505 0.113
H -4.622 7.918 -10.367 0.075
H -8.075 8.694 -13.764 0.062
H -7.524 10.346 -13.066 0.065
H -7.500 8.681 -12.180 0.052
C 2.473 13.136 -6.927 -0.050
C 1.039 12.544 -7.098 -0.327
O 0.210 13.159 -6.135 -0.250
S -1.452 12.950 -6.511 0.661
C -2.285 13.736 -5.097 -0.104
O -1.733 13.814 -7.667 -0.322
O -1.866 11.568 -6.370 -0.344
H 3.212 12.370 -7.165 0.072
H 2.816 13.271 -5.901 0.071
H 2.557 14.114 -7.401 0.078
H 0.709 12.781 -8.110 0.050
H 1.063 11.456 -7.038 0.105
H -3.371 13.644 -5.088 0.042
H -2.192 14.797 -5.331 0.069
H -1.924 13.192 -4.224 0.073
Br 0.435 7.926 -9.143 0.745
C -1.086 9.060 -9.494 -1.349
Br -0.774 11.069 -9.724 0.625
Br -2.600 8.756 -8.129 0.641
H -1.419 8.840 -10.508 -0.059
O 1.290 7.350 -5.950 0.065
C 0.497 7.839 -5.166 -0.487
C -1.016 7.650 -4.972 -0.076
C -1.248 8.279 -3.587 -0.144
C -0.247 9.414 -3.692 -0.150
O 0.800 8.881 -4.470 0.055
H -1.674 8.128 -5.698 0.037
H -1.365 6.618 -4.993 0.123
H -2.280 8.613 -3.476 0.115
H -1.153 7.569 -2.765 0.114
H -0.785 10.218 -4.194 0.112
H 0.183 9.838 -2.784 0.132
```

Results
Kohn-Sham gap in eV: 9.6
E in a.u.: -11039.094854
Maximum force in eV/Å: 3.35
LUMO in eV: -0.6
Highest occupied orbital energy in eV: -10.200


Here is a 4-piece molecular cluster, C17H39ClO12S4 overall from OMol25. Energies are from ωB97M-V/def2-TZVPD.

Structure (XYZ):
```
73
Properties=species:S:1:pos:R:3:lowdin_charge:R:1
C 2.029 -1.945 1.880 -0.063
C 0.664 -1.328 1.594 -0.344
C -0.524 -2.275 1.842 -0.285
C -0.318 -3.728 1.401 -0.173
C -0.047 -3.959 -0.082 -0.269
C -0.300 -5.424 -0.387 -0.591
Cl 0.205 -5.873 -2.041 0.583
C -1.864 -1.722 1.327 -0.120
C -1.765 -0.488 0.456 -0.185
O -0.745 -0.601 -0.552 -0.209
S 0.742 -0.545 -0.017 0.638
O 1.526 -1.338 -0.910 -0.262
O 1.120 0.822 0.180 -0.266
H 1.981 -2.472 2.832 0.093
H 2.329 -2.650 1.111 0.078
H 2.783 -1.166 1.969 0.091
H 0.543 -0.496 2.290 0.136
H -0.593 -2.318 2.930 0.144
H -1.262 -4.230 1.630 0.121
H 0.444 -4.201 2.020 0.118
H -0.735 -3.365 -0.682 0.113
H 0.980 -3.732 -0.360 0.094
H 0.246 -6.073 0.293 0.074
H -1.356 -5.672 -0.315 0.073
H -2.428 -2.479 0.785 0.121
H -2.479 -1.427 2.179 0.117
H -2.702 -0.376 -0.084 0.133
H -1.647 0.424 1.044 0.129
C 1.166 -3.142 -3.894 -0.101
C 1.598 -2.010 -4.798 -0.237
O 2.279 -2.475 -5.992 -0.264
S 1.385 -3.050 -7.168 0.559
C 2.618 -3.013 -8.422 -0.125
O 0.355 -2.105 -7.472 -0.279
O 1.039 -4.409 -6.890 -0.275
H 0.379 -3.745 -4.343 0.063
H 0.796 -2.730 -2.956 0.053
H 2.006 -3.803 -3.680 0.081
H 0.756 -1.382 -5.092 0.114
H 2.327 -1.375 -4.298 0.123
H 2.904 -1.981 -8.602 0.074
H 2.174 -3.449 -9.314 0.075
H 3.467 -3.606 -8.093 0.074
C -3.398 3.746 4.133 -0.070
C -3.493 2.701 5.225 -0.246
O -4.806 2.099 5.305 -0.263
S -5.172 0.990 4.232 0.560
C -6.599 0.355 5.039 -0.119
O -4.136 -0.002 4.224 -0.289
O -5.560 1.617 3.008 -0.272
H -3.472 3.298 3.143 0.071
H -2.443 4.266 4.205 0.083
H -4.203 4.474 4.230 0.086
H -2.746 1.916 5.099 0.111
H -3.339 3.151 6.204 0.122
H -6.300 -0.085 5.986 0.076
H -7.023 -0.400 4.381 0.078
H -7.303 1.169 5.187 0.077
C 2.580 3.516 0.951 -0.073
C 2.674 4.080 -0.448 -0.238
O 2.647 5.531 -0.474 -0.266
S 3.980 6.298 -0.090 0.558
C 3.519 7.874 -0.721 -0.125
O 5.061 5.764 -0.860 -0.277
O 4.096 6.379 1.333 -0.278
H 3.475 3.742 1.531 0.075
H 2.461 2.437 0.894 0.045
H 1.726 3.940 1.479 0.087
H 3.569 3.731 -0.964 0.116
H 1.813 3.779 -1.040 0.122
H 3.395 7.797 -1.797 0.074
H 4.326 8.561 -0.476 0.075
H 2.597 8.186 -0.239 0.074
```

Results
Kohn-Sham gap in eV: 10.6
E in a.u.: -3626.928748
Maximum force in eV/Å: 0.73
LUMO in eV: 0.2
Highest occupied orbital energy in eV: -10.418


> What is the maximum force in the second record?

3.35 eV/Å


> The highest Kohn-Sham gap belongs to which entry?

C17H39ClO12S4